# 1
The following is a quantum chemistry calculation of a structure of composition C29H42B2F5N5O4PbSi, from the Open Molecules 2025 dataset.

Results
* total charge: +2
* F_max: 0.6 eV/A
* gap between HOMO and LUMO: 7.21 eV
* multiplicity: 1

Each line ends with the natural charge from an NBO analysis.
Element x y z (Å)
Pb (-0.2555, -0.8185, -0.2289)  1.5644
C (-4.8371, 0.1945, -1.7877)  -0.6986
C (-3.3769, -0.0790, -1.6841)  0.3218
N (-2.8219, -0.9539, -0.9491)  -0.2241
O (-3.6888, -1.6086, -0.0679)  -0.6605
B (-3.6631, -0.6785, 1.4229)  1.3326
F (-4.6910, -1.2300, 2.0907)  -0.4926
F (-3.8320, 0.5982, 0.9643)  -0.5198
O (-2.3691, -0.9626, 1.9970)  -0.6004
N (-1.3387, -0.0363, 1.8615)  -0.3005
C (-1.3682, 0.9172, 2.7091)  0.3152
C (-2.4715, 1.1320, 3.6918)  -0.7085
C (-0.1115, 1.7400, 2.8583)  0.3417
N (0.3877, 2.5784, 2.0503)  -0.4799
O (0.3596, 2.0092, -0.1880)  -0.5815
B (-0.0729, 2.6539, -2.7251)  1.4086
F (1.0289, 3.1892, -3.2056)  -0.4601
F (-0.9565, 3.3998, -2.0764)  -0.4839
O (-0.2199, 1.2915, -2.8725)  -0.5669
N (-1.1778, 0.6064, -2.1575)  -0.2164
C (-2.3990, 0.7279, -2.5117)  0.2891
C (-2.9098, 1.5920, -3.6146)  -0.7020
C (0.5836, 1.4898, 4.1724)  -0.6755
H (-5.3934, -0.3777, -1.0562)  0.2685
H (-5.1967, -0.0624, -2.7866)  0.2611
H (-5.0317, 1.2560, -1.6272)  0.2672
H (-3.3681, 1.4321, 3.1462)  0.2799
H (-2.2272, 1.9077, 4.4119)  0.2505
H (-2.7120, 0.2001, 4.2065)  0.2752
H (-2.1367, 1.7950, -4.3506)  0.2596
H (-3.2407, 2.5469, -3.2006)  0.2776
H (-3.7590, 1.1328, -4.1145)  0.2609
H (0.5338, 0.4388, 4.4676)  0.2384
H (0.1005, 2.0774, 4.9581)  0.2628
H (1.6180, 1.8161, 4.0962)  0.2615
C (2.0635, -1.9663, 2.6927)  -0.5821
C (2.9302, -0.7539, 2.3238)  -0.2338
C (3.9633, -0.5061, 3.4286)  -0.6031
C (3.5824, -0.9387, 0.9608)  -0.0364
C (4.6966, -1.7545, 0.8180)  -0.1986
C (5.3052, -1.9198, -0.4161)  -0.1724
C (4.8275, -1.2379, -1.5226)  -0.1976
C (3.7256, -0.3943, -1.4326)  -0.0285
C (3.1814, 0.2779, -2.6846)  -0.2327
C (4.2806, 0.9214, -3.5316)  -0.6030
C (2.3849, -0.7444, -3.5081)  -0.5804
C (3.1009, -0.2803, -0.1808)  0.1300
N (1.8542, 0.4129, -0.0755)  -0.6575
C (1.6908, 1.6673, -0.0646)  0.6175
C (2.7178, 2.6780, 0.0493)  -0.3285
C (2.5384, 4.0049, 0.1104)  -0.0739
C (1.2992, 4.7817, 0.1250)  -0.2121
C (0.0793, 4.3377, 0.4124)  -0.1949
C (-0.1818, 2.9114, 0.7876)  0.7589
F (-1.5280, 2.6706, 0.7042)  -0.3362
H (1.6181, -1.8476, 3.6839)  0.2184
H (2.6638, -2.8778, 2.6935)  0.2309
H (1.2463, -2.1232, 1.9816)  0.1676
H (2.2907, 0.1320, 2.2743)  0.1927
H (4.5246, -1.4125, 3.6628)  0.2184
H (3.4630, -0.1849, 4.3450)  0.2148
H (4.6738, 0.2703, 3.1391)  0.2238
H (5.0998, -2.2665, 1.6849)  0.2281
H (6.1585, -2.5792, -0.5142)  0.2359
H (5.3255, -1.3563, -2.4782)  0.2293
H (2.4968, 1.0736, -2.3964)  0.1919
H (4.9200, 0.1709, -4.0002)  0.2146
H (4.9115, 1.5768, -2.9288)  0.2189
H (3.8320, 1.5177, -4.3280)  0.2240
H (3.0344, -1.5603, -3.8313)  0.2248
H (1.9484, -0.2774, -4.3936)  0.2231
H (1.5722, -1.1827, -2.9160)  0.1744
H (3.7260, 2.2796, 0.0658)  0.2583
H (3.4431, 4.6013, 0.1505)  0.2445
H (1.4105, 5.8381, -0.0894)  0.2501
H (-0.7870, 4.9883, 0.3986)  0.2521
C (-4.1788, -4.0002, 1.5081)  -1.1665
Si (-3.7630, -3.4191, -0.1805)  1.8918
C (-2.0739, -3.9237, -0.7488)  -1.1618
C (-5.0571, -3.6760, -1.4592)  -1.1713
H (-4.0579, -5.0879, 1.5453)  0.2723
H (-5.2148, -3.7664, 1.7567)  0.2756
H (-3.5398, -3.5532, 2.2710)  0.2658
H (-2.1022, -4.9794, -1.0403)  0.2818
H (-1.3322, -3.8407, 0.0515)  0.2427
H (-1.7412, -3.3634, -1.6267)  0.2416
H (-5.2112, -4.7518, -1.6025)  0.2758
H (-4.7839, -3.2527, -2.4293)  0.2504
H (-6.0130, -3.2490, -1.1458)  0.2652



# 2
The following is a quantum chemistry calculation of a structure of composition C29H42BrClCsFN2NaO10 in a non-equilibrium geometry, from the Open Molecules 2025 dataset.

Results
* total charge: +1
* F_max: 3.9 eV/A
* gap between HOMO and LUMO: 2.21 eV
* multiplicity: 1

Each line ends with the Löwdin charge.
Element x y z (Å)
C (-0.3612, 4.8806, -3.1923)  -0.0891
C (-1.7601, 4.5719, -3.8053)  -0.2333
C (-2.4557, 3.3524, -3.1658)  -0.1911
C (-1.6005, 2.0523, -3.3422)  -0.0980
C (-0.9530, 1.6429, -2.0123)  -0.0869
C (0.4387, 1.6555, -1.8219)  -0.2037
O (1.1758, 2.0690, -2.9136)  0.0189
C (1.0791, 1.2577, -0.6175)  -0.1355
C (2.6043, 1.3027, -0.5853)  -0.1680
C (3.2362, 1.8896, 0.7013)  -0.1091
C (0.2548, 0.8232, 0.4208)  -0.5063
Cl (0.8991, 0.2491, 1.9333)  0.8038
C (-1.1332, 0.8290, 0.2123)  -0.0981
C (-1.7855, 1.2263, -0.9643)  -0.0261
C (-3.2926, 1.0998, -0.8571)  -0.3289
O (-4.1543, 1.5253, -1.5745)  0.1590
N (-3.4474, 0.2930, 0.3158)  0.0358
C (-4.6941, 0.7062, 0.9642)  -0.0448
C (-2.2792, 0.4032, 1.1125)  -0.3552
O (-2.2662, 0.1924, 2.2994)  0.1086
H (0.4188, 4.7235, -3.9482)  0.0756
H (-0.3407, 5.9311, -2.8742)  0.0749
H (-0.1560, 4.2897, -2.2876)  0.0610
H (-1.7146, 4.4734, -4.8970)  0.1100
H (-2.3971, 5.4482, -3.6050)  0.1032
H (-2.6027, 3.5717, -2.0972)  0.1080
H (-3.4521, 3.1685, -3.5831)  0.1091
H (-2.2535, 1.2047, -3.6079)  0.1231
H (-0.8536, 2.1285, -4.1389)  0.1173
H (1.5349, 2.9322, -2.6596)  0.1085
H (2.9791, 0.3007, -0.8372)  0.1060
H (2.9094, 1.9563, -1.4143)  0.1037
H (2.6935, 2.7422, 1.1201)  0.0843
H (4.2775, 2.1520, 0.4725)  0.0818
H (3.3014, 1.0805, 1.4372)  0.0274
H (-4.8825, 1.8176, 0.9174)  0.1166
H (-4.7695, 0.3726, 2.0198)  0.0461
H (-5.5195, 0.2286, 0.4212)  0.1236
O (-0.1026, -1.8208, -1.5217)  -0.0357
H (-0.3404, -1.3266, -0.7266)  0.0126
H (-0.3625, -1.2239, -2.2325)  0.0383
O (4.8417, -1.0651, -0.0862)  0.1581
C (4.3971, -2.1551, -0.2505)  -0.4623
O (3.8416, -2.5735, -1.4225)  0.0409
C (3.2988, -3.8878, -1.2623)  -0.1381
C (4.0363, -4.4792, -0.0762)  -0.4109
C (4.3062, -3.2615, 0.7843)  -0.0444
H (2.2246, -3.8031, -1.0827)  0.1385
H (3.4582, -4.4607, -2.1753)  0.1356
H (3.4702, -5.2597, 0.4354)  -0.0536
H (4.9880, -4.9117, -0.4092)  -0.0036
H (3.4766, -3.0487, 1.4598)  0.1468
H (5.2366, -3.3519, 1.3397)  0.1368
C (3.8187, -0.6823, -5.3276)  -0.0591
C (3.9798, 0.7912, -5.0664)  -0.3195
O (3.5778, 1.3745, -6.2893)  0.1390
C (2.6697, 0.5149, -6.8440)  -0.5405
O (1.9342, 0.7938, -7.7247)  0.1941
O (2.7197, -0.7052, -6.2386)  0.0703
F (5.2773, 1.1118, -4.8321)  0.0761
H (4.6992, -1.1162, -5.8054)  0.1459
H (3.5921, -1.2469, -4.4249)  0.1309
H (3.3560, 1.1763, -4.2563)  0.1567
Na (-5.3278, 1.5994, 3.1627)  0.7705
C (-4.9554, -4.0350, 2.2994)  -0.1036
C (-3.4873, -3.6304, 2.3785)  -0.2707
C (-3.0271, -3.3404, 3.8085)  -0.2008
C (-3.6794, -2.1657, 4.3672)  -0.4208
N (-4.1929, -1.2591, 4.8532)  -0.0395
H (-5.6098, -3.2245, 2.6246)  0.0710
H (-5.2231, -4.2880, 1.2711)  0.0674
H (-5.1558, -4.9056, 2.9244)  0.0824
H (-3.3156, -2.7559, 1.7424)  0.0885
H (-2.8771, -4.4427, 1.9736)  0.1006
H (-1.9461, -3.1774, 3.8122)  0.1100
H (-3.2187, -4.2060, 4.4492)  0.1098
Br (-5.1986, -2.7283, 6.7267)  -0.4741
Cs (4.6458, -7.1158, 0.2997)  1.3524
C (0.3473, 0.8142, 7.5339)  -0.0189
C (0.3411, 1.9444, 6.5354)  -0.5053
O (0.7126, 3.0554, 6.8336)  0.0691
C (-0.1503, 1.6300, 5.1427)  -0.0383
H (0.7220, 1.1788, 8.4881)  0.0830
H (-0.6663, 0.4350, 7.6755)  0.0931
H (0.9978, 0.0105, 7.1842)  0.0826
H (-1.1858, 1.2864, 5.1819)  0.0839
H (0.4787, 0.8636, 4.6901)  0.0443
H (-0.1008, 2.5304, 4.5314)  0.0783